(1)
11
Properties=species:S:1:pos:R:3:nbo_charge:R:1 method="wB97M-V/def2-TZVPD" e_homo_ev=-9.38 gap_ev=9.37 lumo_energy_ev=-0.008 charge=0
C 0.78 -1.20 0.70 0.236
C 0.70 1.20 -0.75 -0.752
C -1.61 0.90 0.52 -0.668
H 0.76 1.76 0.20 0.234
H 1.04 1.66 -1.69 0.265
H -2.64 0.79 0.68 0.253
H -1.13 1.59 1.36 0.221
O 1.34 -2.22 1.18 -0.525
S 1.47 -0.38 -0.80 0.270
S -1.03 1.58 -1.01 0.270
S -0.94 -0.79 1.01 0.197



(2)
11
Properties=species:S:1:pos:R:3:nbo_charge:R:1 method="wB97M-V/def2-TZVPD" e_homo_ev=-9.28 gap_ev=9.71 lumo_energy_ev=0.427 charge=0
C -1.40 -0.18 -0.11 0.201
C 1.32 -1.21 0.49 -0.725
C 0.97 1.51 0.30 -0.718
H 1.40 -1.01 1.57 0.236
H 1.95 -2.06 0.29 0.263
H 1.31 2.47 -0.28 0.262
H 1.13 1.81 1.34 0.231
O -2.59 -0.30 -0.22 -0.549
S -0.38 -1.62 0.02 0.245
S 1.88 0.16 -0.45 0.308
S -0.90 1.49 0.10 0.245



Stability ranking, top and bottom: (2) is the most stable and (1) is the least stable.



(1)
19
Properties=species:S:1:pos:R:3:nbo_charge:R:1 method="wB97M-V/def2-TZVPD" e_homo_ev=-8.43 gap_ev=9.39 lumo_energy_ev=0.961 charge=0
C 1.26 -0.47 -1.06 -0.659
C -0.60 0.57 -2.01 -0.427
C -1.22 -1.12 -0.30 -0.661
C -0.01 1.61 1.00 -0.001
C -0.24 -0.26 -1.04 0.042
N -0.08 0.73 1.91 -0.752
P 1.07 -0.41 2.38 0.493
H 1.51 -1.41 -1.68 0.218
H 1.53 -0.56 -0.02 0.214
H 1.75 0.31 -1.55 0.211
H 0.00 1.08 -2.71 0.196
H -1.68 0.90 -1.99 0.177
H 0.08 -1.30 2.81 -0.037
H -0.70 -1.88 0.46 0.213
H -1.75 -1.70 -1.02 0.232
H -1.91 -0.44 0.24 0.240
H -0.90 2.34 0.78 0.168
H 0.77 1.71 0.22 0.153
H 1.12 0.30 3.59 -0.019



(2)
19
Properties=species:S:1:pos:R:3:nbo_charge:R:1 method="wB97M-V/def2-TZVPD" e_homo_ev=-8.64 gap_ev=9.04 lumo_energy_ev=0.401 charge=0
C -2.99 -0.60 -0.16 -0.292
C -1.74 -0.80 -0.93 -0.312
C 2.79 -0.02 -0.19 -0.612
C 1.32 0.40 -0.41 -0.401
C 0.67 0.60 0.97 -0.754
N -1.74 -0.48 0.52 -0.567
P -0.86 1.52 0.79 0.649
H -3.52 0.20 -0.55 0.204
H -3.42 -1.62 -0.11 0.206
H -1.33 -1.85 -0.96 0.200
H -1.25 0.01 -1.42 0.197
H 3.41 0.65 0.40 0.201
H 2.99 -0.99 0.19 0.210
H 3.07 -0.18 -1.23 0.209
H 1.24 1.31 -0.97 0.198
H 0.94 -0.39 -1.05 0.210
H 0.18 -0.30 1.42 0.277
H 1.41 1.06 1.50 0.223
H -1.17 1.49 2.20 -0.045



Stability ranking, top and bottom: (1) is the most stable and (2) is the least stable.



(1)
21
Properties=species:S:1:pos:R:3:nbo_charge:R:1 method="wB97M-V/def2-TZVPD" e_homo_ev=-10.26 gap_ev=10.82 lumo_energy_ev=0.559 charge=0
C 1.18 -0.26 0.01 -0.067
O -0.21 -0.02 0.26 -0.750
C 1.50 -1.72 -0.05 -0.430
C 0.44 -2.46 0.65 -0.649
H 1.31 0.31 -0.96 0.177
H 1.86 0.08 0.71 0.167
H -0.49 -0.42 1.24 0.489
H 1.53 -1.97 -1.11 0.206
H 2.55 -2.06 0.42 0.209
H 0.56 -2.40 1.81 0.195
H -0.57 -2.65 0.41 0.230
H 0.78 -3.48 0.60 0.223
H -1.25 1.93 -2.09 0.499
H -0.17 2.94 -2.70 0.465
O -0.96 2.76 -2.38 -0.979
H -1.93 -0.08 -1.01 0.489
H -1.49 1.28 -0.24 0.503
O -2.21 0.84 -0.76 -0.983
H -1.02 2.31 2.42 0.449
H -0.87 2.85 0.99 0.480
O -0.52 2.23 1.74 -0.923



(2)
21
Properties=species:S:1:pos:R:3:nbo_charge:R:1 method="wB97M-V/def2-TZVPD" e_homo_ev=-10.08 gap_ev=10.32 lumo_energy_ev=0.241 charge=0
C -1.13 -0.48 1.34 -0.628
C 0.04 -1.43 1.29 0.101
C 1.36 -0.71 1.03 -0.634
O -0.24 -2.36 0.24 -0.743
H -2.06 -1.02 1.54 0.217
H -1.22 0.06 0.40 0.225
H -0.99 0.25 2.14 0.203
H 0.11 -1.97 2.24 0.154
H 1.55 0.01 1.83 0.205
H 1.29 -0.18 0.08 0.225
H 2.19 -1.41 0.98 0.206
H 0.35 -3.12 0.33 0.475
H -0.37 3.87 1.26 0.484
H 0.94 4.10 0.52 0.483
O 0.09 3.65 0.44 -0.955
H 0.11 -0.30 -2.32 0.481
H -0.20 -1.62 -1.63 0.484
O 0.04 -1.25 -2.49 -0.979
H -0.07 2.28 -0.87 0.503
H -0.96 1.85 -2.05 0.474
O -0.17 1.61 -1.56 -0.981



Stability ranking, top and bottom: (2) is the most stable and (1) is the least stable.



(1)
9
Properties=species:S:1:pos:R:3:nbo_charge:R:1 method="wB97M-V/def2-TZVPD" e_homo_ev=-9.94 gap_ev=10.38 lumo_energy_ev=0.441 charge=0
C -0.39 0.53 -0.37 -0.119
C 0.46 -0.64 -0.46 -0.467
O 0.08 1.18 1.30 -0.755
Br 0.22 -1.68 1.20 -0.014
H -1.44 0.40 -0.55 0.204
H -0.20 1.40 -1.07 0.221
H 1.61 -0.53 -0.53 0.248
H 0.19 -1.27 -1.27 0.229
H -0.54 0.61 1.74 0.452



(2)
9
Properties=species:S:1:pos:R:3:nbo_charge:R:1 method="wB97M-V/def2-TZVPD" e_homo_ev=-10.50 gap_ev=11.22 lumo_energy_ev=0.728 charge=0
C -0.47 0.07 0.54 -0.067
C 0.44 0.72 -0.35 -0.478
O -1.09 -1.40 -0.27 -0.788
Br 2.28 0.35 0.20 -0.021
H -1.39 0.49 0.71 0.204
H 0.05 -0.26 1.44 0.209
H 0.13 1.73 -0.43 0.235
H 0.38 0.18 -1.30 0.260
H -0.32 -1.86 -0.54 0.446



Stability ranking, top and bottom: (2) is the most stable and (1) is the least stable.



(1)
18
Properties=species:S:1:pos:R:3:nbo_charge:R:1 method="wB97M-V/def2-TZVPD" e_homo_ev="-7.96 / -7.96" gap_ev="8.14 / 8.15" lumo_energy_ev="0.181 / 0.181" charge=0
C 0.49 -1.83 0.32 -0.310
C -0.78 -2.18 -0.03 -0.183
C 0.48 -0.42 0.44 0.059
C -0.74 0.08 0.10 -0.064
C -1.66 -0.99 -0.17 -0.506
C -1.08 1.54 -0.01 -0.625
C 2.52 0.87 0.38 -0.535
S 3.63 -0.38 -0.11 0.033
H 1.41 -2.32 0.42 0.232
H -1.16 -3.15 -0.41 0.208
H -2.11 -0.96 -1.13 0.243
H -2.41 -0.84 0.55 0.253
H -2.28 1.66 -0.06 0.196
H -0.67 1.84 -1.01 0.229
H -0.79 1.99 0.88 0.225
H 2.63 1.02 1.48 0.222
H 2.65 1.76 -0.23 0.214
H 3.18 -0.47 -1.33 0.111



(2)
18
Properties=species:S:1:pos:R:3:nbo_charge:R:1 method="wB97M-V/def2-TZVPD" e_homo_ev=-8.27 gap_ev=9.13 lumo_energy_ev=0.864 charge=0
C 0.76 -0.39 -1.95 -0.548
C -1.24 0.97 -0.45 -0.616
C -1.46 0.81 0.91 -0.230
C -0.84 0.04 1.67 -0.167
C 0.19 -1.02 1.24 -0.509
C 1.36 -0.30 0.50 -0.169
C 1.64 -0.05 -0.76 -0.242
H 1.05 0.27 -2.83 0.220
H 1.09 -1.39 -2.35 0.235
H -0.48 1.88 -0.51 0.260
H -2.25 1.18 -0.92 0.240
H -2.41 1.29 1.22 0.207
H -1.41 0.04 2.67 0.211
H -0.32 -1.76 0.56 0.254
H 0.56 -1.55 2.19 0.229
H 2.32 -0.06 1.27 0.209
H 2.50 0.56 -1.09 0.214
S -1.05 -0.52 -1.38 0.203



Stability ranking, top and bottom: (2) is the most stable and (1) is the least stable.



(1)
13
Properties=species:S:1:pos:R:3:nbo_charge:R:1 method="wB97M-V/def2-TZVPD" e_homo_ev=-8.55 gap_ev=9.25 lumo_energy_ev=0.694 charge=0
C -0.41 -0.36 1.96 -0.280
C -0.19 0.07 0.72 -0.036
C -0.73 1.22 0.05 -0.682
C 0.89 -0.90 -1.70 -0.743
S 1.58 -0.42 -0.12 0.134
Cl 0.46 -1.64 2.66 0.037
H -1.24 0.04 2.52 0.218
H -1.62 1.61 0.59 0.219
H -0.99 1.03 -1.04 0.225
H 0.01 2.00 0.21 0.243
H -0.14 -0.79 -1.57 0.219
H 1.26 -1.83 -1.98 0.229
H 1.11 -0.04 -2.32 0.217



(2)
13
Properties=species:S:1:pos:R:3:nbo_charge:R:1 method="wB97M-V/def2-TZVPD" e_homo_ev=-8.62 gap_ev=9.28 lumo_energy_ev=0.653 charge=0
C -1.56 -0.05 0.11 -0.619
C -0.77 -0.72 -1.07 -0.492
C 1.35 -0.20 0.82 -0.383
C 1.86 1.07 0.58 -0.223
H -1.68 -0.77 0.92 0.211
H -2.64 0.11 -0.29 0.212
H -1.00 0.80 0.41 0.218
H -0.61 0.11 -1.84 0.216
H -1.24 -1.59 -1.44 0.219
H 1.42 -0.60 1.85 0.226
H 1.88 1.72 1.44 0.227
S 0.81 -1.40 -0.41 0.190
Cl 2.19 1.53 -1.08 -0.002



Stability ranking, top and bottom: (2) is the most stable and (1) is the least stable.



(1)
18
Properties=species:S:1:pos:R:3:nbo_charge:R:1 method="wB97M-V/def2-TZVPD" e_homo_ev=-8.79 gap_ev=9.53 lumo_energy_ev=0.739 charge=0
N 2.64 0.56 -0.09 -0.841
C 1.54 1.28 0.61 -0.241
C 0.46 1.67 -0.37 -0.526
S -0.22 0.33 -1.42 0.085
S -0.21 -1.33 -0.22 0.061
C -1.84 -1.26 0.60 -0.527
C -1.79 -0.55 1.96 -0.617
H 3.53 0.72 0.37 0.357
H 2.47 -0.43 0.00 0.360
H 1.93 2.18 1.05 0.199
H 1.11 0.62 1.38 0.186
H 0.84 2.37 -1.10 0.226
H -0.41 2.10 0.13 0.209
H -2.11 -2.31 0.76 0.216
H -2.52 -0.74 -0.06 0.226
H -1.56 0.51 1.87 0.207
H -2.79 -0.60 2.38 0.210
H -1.12 -1.08 2.62 0.210



(2)
18
Properties=species:S:1:pos:R:3:nbo_charge:R:1 method="wB97M-V/def2-TZVPD" e_homo_ev=-8.20 gap_ev=8.96 lumo_energy_ev=0.756 charge=0
N -2.47 0.59 1.81 -0.851
C -1.34 0.75 0.79 -0.240
C -1.43 -0.56 -0.05 -0.573
S -0.69 -2.02 0.63 0.141
S 1.26 -1.22 0.72 0.061
C 1.46 -0.51 -0.96 -0.536
C 2.88 0.05 -1.16 -0.622
H -3.35 0.90 1.41 0.343
H -2.51 1.25 2.60 0.359
H -1.48 1.63 0.15 0.180
H -0.34 0.96 1.42 0.220
H -2.51 -0.73 -0.16 0.238
H -1.10 -0.39 -0.99 0.200
H 1.24 -1.37 -1.68 0.220
H 0.64 0.26 -1.04 0.207
H 2.91 1.15 -0.95 0.220
H 3.22 -0.22 -2.10 0.219
H 3.60 -0.53 -0.45 0.216



Stability ranking, top and bottom: (1) is the most stable and (2) is the least stable.



(1)
58
Properties=species:S:1:pos:R:3:nbo_charge:R:1 method="wB97M-V/def2-TZVPD" e_homo_ev=-7.16 gap_ev=7.55 lumo_energy_ev=0.389 charge=0
C -5.52 -4.35 0.13 -0.276
H -4.89 -4.65 0.96 0.201
O -5.67 -2.87 -0.01 -0.453
C -4.72 -2.14 0.03 0.359
C -3.42 -2.65 -0.05 -0.387
C -2.50 -1.60 0.20 -0.137
C -2.85 -0.29 0.30 -0.144
C -4.13 0.23 -0.06 -0.295
C -5.17 -0.70 -0.07 0.296
O -6.41 -0.50 -0.04 -0.507
C -6.90 1.10 -0.05 -0.149
H -6.54 1.51 -1.05 0.201
H -6.50 1.25 0.72 0.155
H -7.90 0.97 -0.08 0.193
H -4.33 1.25 -0.08 0.227
C -1.82 0.86 0.30 0.262
N -2.08 1.92 -0.19 -0.462
C -1.28 3.05 -0.14 0.187
C -1.58 4.48 -0.71 -0.171
C -0.87 5.49 -0.51 -0.271
C 0.44 5.30 -0.26 -0.167
C 0.83 4.18 0.40 -0.211
C 0.10 3.07 0.28 -0.117
C 0.43 1.71 0.82 -0.044
C -0.43 0.82 0.40 -0.185
H -0.07 -0.31 1.00 0.155
C 1.90 1.16 1.10 0.669
O 2.17 1.02 2.15 -0.571
N 2.75 1.56 0.28 -0.601
H 2.58 1.93 -0.66 0.391
C 4.25 1.42 0.30 -0.260
H 4.32 0.90 1.23 0.235
C 4.81 0.33 -0.65 -0.215
N 4.74 -1.19 -0.19 -0.450
C 5.44 -2.03 -1.06 -0.276
C 5.57 -3.16 -0.40 -0.009
H 6.04 -4.06 -1.29 0.164
O 4.23 -3.84 0.07 -0.547
C 3.51 -2.95 0.67 -0.044
C 3.31 -1.45 0.18 -0.246
H 3.01 -1.03 0.97 0.206
H 2.69 -1.54 -0.61 0.177
H 2.44 -3.47 0.82 0.161
H 3.99 -3.08 1.66 0.153
H 5.99 -3.25 0.43 0.173
H 6.65 -1.66 -1.22 0.206
H 5.06 -2.14 -2.01 0.190
H 5.95 0.40 -0.85 0.213
H 4.23 0.48 -1.72 0.158
H 4.67 2.31 0.30 0.208
H 1.98 4.03 0.57 0.211
H 1.16 6.21 -0.20 0.207
H -0.99 6.48 -1.05 0.220
H -2.64 4.38 -0.88 0.216
H -1.30 -1.91 0.29 0.206
H -3.12 -3.42 0.32 0.188
H -6.56 -4.89 -0.06 0.217
H -5.06 -4.66 -0.77 0.192



(2)
58
Properties=species:S:1:pos:R:3:nbo_charge:R:1 method="wB97M-V/def2-TZVPD" e_homo_ev=-8.02 gap_ev=8.03 lumo_energy_ev=0.002 charge=0
C 2.68 -0.03 -5.48 -0.669
C 2.17 0.30 -4.12 0.325
C 2.83 0.61 -2.97 -0.107
C 1.81 0.84 -1.99 -0.107
C 1.81 1.19 -0.65 -0.182
C 0.59 1.32 0.01 -0.170
C -0.61 1.05 -0.69 0.379
C -0.65 0.73 -2.05 -0.108
C 0.59 0.64 -2.67 0.384
O 0.82 0.33 -3.95 -0.430
C -1.92 0.47 -2.79 -0.649
H -2.78 0.68 -2.17 0.233
H -1.94 -0.57 -3.10 0.255
H -1.95 1.09 -3.69 0.224
O -1.81 1.07 -0.04 -0.469
C -1.92 1.33 1.28 0.760
O -3.02 1.19 1.79 -0.631
C -0.73 1.74 2.01 -0.169
C 0.49 1.74 1.39 0.124
C 1.73 2.17 2.11 -0.661
H 1.49 2.76 2.99 0.225
H 2.36 2.76 1.45 0.228
H 2.29 1.29 2.43 0.243
C -0.98 2.15 3.43 -0.439
H -2.06 2.23 3.56 0.244
H -0.56 3.14 3.62 0.224
C -0.41 1.17 4.47 -0.488
C -0.59 -0.30 4.13 0.682
O 0.33 -1.10 4.27 -0.646
N -1.82 -0.67 3.71 -0.636
H -2.49 0.04 3.45 0.424
C -2.10 -2.01 3.28 -0.219
C -1.95 -2.19 1.77 -0.422
H -2.57 -1.45 1.26 0.217
H -2.30 -3.19 1.49 0.214
C -0.49 -2.03 1.34 -0.206
N -0.28 -2.23 -0.07 -0.342
C -1.18 -2.41 -1.06 0.158
N -0.60 -2.55 -2.23 -0.484
C 0.73 -2.46 -1.99 -0.089
C 0.95 -2.26 -0.66 -0.106
H 1.85 -2.14 -0.10 0.217
H 1.44 -2.54 -2.79 0.204
H -2.24 -2.43 -0.91 0.201
H -0.14 -1.03 1.61 0.207
H 0.13 -2.75 1.90 0.216
H -3.12 -2.26 3.58 0.206
H -1.40 -2.67 3.80 0.226
H 0.66 1.33 4.61 0.226
H -0.90 1.35 5.43 0.233
H 2.74 1.34 -0.13 0.217
C 4.30 0.69 -2.74 -0.628
H 4.60 -0.01 -1.96 0.218
H 4.58 1.69 -2.42 0.219
H 4.84 0.45 -3.65 0.221
H 3.47 -0.77 -5.42 0.230
H 3.07 0.86 -5.97 0.229
H 1.86 -0.43 -6.07 0.241



Stability ranking, top and bottom: (2) is the most stable and (1) is the least stable.